(1)
Computed, not measured: a molecular structure, C31H45F6GaNO20S3 in a non-equilibrium geometry, with ωB97M-V/def2-TZVPD.

CARTESIAN COORDINATES (ANGSTROEM)
C 1.350 1.051 3.016
C 0.785 -0.361 2.840
C -0.708 -0.344 2.434
O -1.365 0.822 2.843
C -1.459 1.834 1.809
Ga -3.270 2.214 0.943
C -3.609 4.218 1.069
S -3.088 1.671 -1.329
C -4.851 1.209 1.703
C -4.529 0.023 2.618
C -5.726 -0.874 2.944
S -6.665 -1.559 1.530
C -5.507 -1.885 0.234
S -5.945 -1.558 -1.302
N -4.314 -2.480 0.639
C -3.210 -2.388 -0.333
C -1.974 -3.189 0.103
O -2.287 -4.481 0.602
C -3.162 -4.328 1.703
C -4.501 -3.825 1.206
H 0.561 1.743 3.308
H 2.115 1.073 3.797
H 1.818 1.394 2.091
H 0.954 -0.973 3.730
H 1.331 -0.859 2.028
H -0.768 -0.455 1.343
H -1.230 -1.209 2.869
H -0.718 1.611 1.024
H -1.129 2.778 2.275
H -2.808 4.753 1.596
H -4.531 4.389 1.641
H -3.755 4.670 0.083
H -1.760 1.522 -1.454
H -5.459 0.856 0.857
H -5.480 1.933 2.238
H -3.698 -0.567 2.225
H -4.180 0.407 3.585
H -6.490 -0.274 3.448
H -5.435 -1.708 3.590
H -2.929 -1.331 -0.398
H -3.525 -2.727 -1.325
H -1.348 -3.338 -0.779
H -1.375 -2.637 0.839
H -3.240 -5.274 2.241
H -2.745 -3.572 2.385
H -4.902 -4.501 0.436
H -5.208 -3.767 2.037
C 4.229 0.338 -0.560
C 5.457 -0.502 -0.290
O 5.962 0.061 0.906
C 4.916 0.642 1.572
O 4.976 1.017 2.694
O 3.845 0.734 0.763
F 6.397 -0.381 -1.265
H 4.480 1.230 -1.132
H 3.420 -0.191 -1.052
H 5.260 -1.563 -0.129
C -0.595 -5.139 -3.036
C 0.255 -6.114 -3.824
O 1.298 -5.292 -4.307
C 1.432 -4.229 -3.460
O 2.354 -3.488 -3.453
O 0.374 -4.172 -2.621
F -0.411 -6.655 -4.873
H -1.332 -4.661 -3.683
H -1.085 -5.573 -2.168
H 0.685 -6.924 -3.233
C -8.670 0.918 -0.152
C -9.276 0.821 1.232
O -10.294 1.808 1.197
C -10.667 1.984 -0.101
O -11.639 2.571 -0.446
O -9.788 1.383 -0.927
F -8.384 1.127 2.200
H -7.876 1.667 -0.166
H -8.292 -0.021 -0.542
H -9.730 -0.145 1.465
C -0.061 3.405 0.269
C 0.507 4.657 -0.369
O 1.726 4.195 -0.937
C 1.592 2.862 -1.171
O 2.333 2.208 -1.835
O 0.499 2.380 -0.561
F 0.783 5.628 0.534
H 0.310 3.284 1.288
H -1.146 3.346 0.260
H -0.108 5.084 -1.163
C 7.984 -0.912 -3.863
C 7.158 -0.737 -5.120
O 8.150 -0.642 -6.126
C 9.267 -1.286 -5.687
O 10.191 -1.576 -6.368
O 9.159 -1.557 -4.365
F 6.426 0.400 -5.105
H 8.250 0.059 -3.443
H 7.512 -1.524 -3.102
H 6.497 -1.574 -5.353
C 7.715 3.636 0.953
C 8.350 2.295 0.645
O 9.721 2.546 0.891
C 9.814 3.568 1.787
O 10.801 3.875 2.361
O 8.610 4.172 1.929
F 8.190 1.934 -0.652
H 7.718 4.272 0.066
H 6.710 3.565 1.360
H 8.011 1.480 1.283

Values from the calculation:
energy	-176505.606	eV
total charge	-1
frontier orbital gap	6.966	eV
HOMO level	-5.37	eV

Mulliken atomic charge list, values in e, 8 entries:
1. C -0.731
2. C -0.579
3. C 0.090
4. O -0.522
5. C -0.786
6. Ga 0.052
7. C -1.224
8. S -0.416

***

(2)
Computed, not measured: C5H8O2 in the gas phase, with ωB97M-V/def2-TZVPD.

CARTESIAN COORDINATES (ANGSTROEM)
C -0.595 -1.141 0.617
O -1.105 -1.187 -0.705
C -0.678 0.071 -1.146
C 0.821 0.015 -1.023
C 0.703 -0.253 0.493
C 0.123 1.086 0.887
O -0.947 1.155 -0.120
H -0.538 -2.125 1.074
H -1.338 -0.538 1.140
H -1.183 0.263 -2.098
H 1.191 1.021 -1.236
H 1.361 -0.723 -1.614
H 1.595 -0.624 0.993
H -0.250 1.061 1.928
H 0.840 1.919 0.809

Values from the calculation:
SMILES	C1O[C@H]2C[C@@H]1CO2
energy	-9408.055	eV
relative energy (zero: lowest compared OMol25 entry of this formula, charge and spin)	171.5	kJ/mol
total charge	0
frontier orbital gap	10.920	eV
HOMO level	-9.92	eV

Mulliken atomic charge list, values in e, 8 entries:
1. C -0.592
2. O -0.424
3. C 0.125
4. C -0.638
5. C -0.212
6. C -0.639
7. O -0.473
8. H 0.395

***

(3)
Computed, not measured: C4H5NO in the gas phase in a non-equilibrium geometry, with ωB97M-V/def2-TZVPD.

CARTESIAN COORDINATES (ANGSTROEM)
O 1.450 0.278 1.892
C 0.686 -0.025 1.009
C 0.922 -0.656 -0.363
C -0.182 0.350 -0.825
N -1.428 -0.035 -0.360
C -0.652 0.575 0.646
H 1.941 -0.610 -0.752
H 0.567 -1.690 -0.367
H -0.162 1.182 -1.524
H -2.040 -0.805 -0.475
H -1.102 1.437 1.119

Values from the calculation:
SMILES	O=C1C[C@H]2N[C@@H]12
energy	-7763.687	eV
relative energy (zero: lowest compared OMol25 entry of this formula, charge and spin)	274.0	kJ/mol
total charge	0
frontier orbital gap	9.969	eV
HOMO level	-8.89	eV

Mulliken atomic charge list, values in e, 8 entries:
1. O -0.560
2. C 0.492
3. C -0.577
4. C -0.172
5. N -0.379
6. C -0.284
7. H 0.310
8. H 0.223

***

(4)
Computed, not measured: a molecular structure, C8H13P in a non-equilibrium geometry, with ωB97M-V/def2-TZVPD.

CARTESIAN COORDINATES (ANGSTROEM)
C 0.753 -0.282 -2.154
C -0.007 0.656 -1.438
C -0.279 0.425 -0.139
C 0.526 -1.346 0.231
C -0.490 1.846 -2.262
C -0.661 1.270 0.967
C 1.571 -1.039 1.244
C -0.551 -2.328 0.758
P 1.183 -1.807 -1.525
H 1.130 -0.173 -3.189
H -0.282 2.720 -1.780
H -1.562 1.919 -2.408
H 0.002 1.886 -3.239
H -0.093 1.224 1.896
H -1.652 0.851 1.254
H -0.670 2.430 0.752
H 2.438 -0.448 0.766
H 2.169 -1.939 1.572
H 0.988 -0.465 2.112
H -1.396 -2.459 -0.051
H -0.941 -1.835 1.756
H -0.131 -3.378 1.089

Values from the calculation:
energy	-17791.877	eV
relative energy (zero: lowest compared OMol25 entry of this formula, charge and spin)	159.5	kJ/mol
total charge	0
frontier orbital gap	7.903	eV
HOMO level	-7.83	eV

Mulliken atomic charge list, values in e, 8 entries:
1. C -0.455
2. C 0.569
3. C 0.347
4. C 0.593
5. C -1.467
6. C -1.114
7. C -1.119
8. C -1.162

***

(5)
Computed, not measured: C4H7NO in the gas phase, with ωB97M-V/def2-TZVPD.

CARTESIAN COORDINATES (ANGSTROEM)
C -0.999 1.615 0.743
C -0.386 0.445 0.809
N -0.020 -0.213 -0.399
C 1.440 -0.323 -0.447
C -0.828 -1.290 -0.743
O -0.390 -2.404 -0.939
H -1.068 2.174 1.657
H -1.281 2.068 -0.220
H -0.036 -0.073 1.729
H 1.831 0.598 0.007
H 1.790 -0.380 -1.477
H 1.834 -1.193 0.088
H -1.928 -1.059 -0.779

Values from the calculation:
SMILES	C=CN(C)C=O
energy	-7797.831	eV
relative energy (zero: lowest compared OMol25 entry of this formula, charge and spin)	174.9	kJ/mol
total charge	0
frontier orbital gap	10.527	eV
HOMO level	-9.54	eV

Mulliken atomic charge list, values in e, 8 entries:
1. C -0.649
2. C -0.202
3. N -0.001
4. C -0.898
5. C 0.042
6. O -0.530
7. H 0.273
8. H 0.269

***

(6)
Computed, not measured: 3 unconnected molecules or ions with the total composition C26H44F2N3O4 in a non-equilibrium geometry, with ωB97M-V/def2-TZVPD.

CARTESIAN COORDINATES (ANGSTROEM)
C -2.388 3.199 -1.883
C -2.407 1.718 -2.447
O -1.243 1.333 -3.199
C -0.039 1.468 -2.464
C 0.052 0.574 -1.174
C 1.017 1.126 -0.019
C 0.794 2.600 0.495
C 0.246 2.512 1.965
C -0.949 1.658 2.150
C -1.558 1.462 3.468
C -0.952 2.106 4.633
C 0.223 2.946 4.447
C 0.847 3.174 3.125
C 2.123 4.062 2.990
C 2.384 0.710 -0.693
C 3.637 0.427 0.236
C 4.344 1.754 0.750
F 3.292 -0.413 1.334
C 1.932 -0.780 -1.071
F 2.761 -1.834 -1.128
N 0.659 -0.791 -1.305
C -0.109 -2.015 -1.642
C -0.537 -2.667 -0.254
C 0.670 -3.470 0.427
O -0.964 -1.687 0.698
H -3.303 3.741 -2.242
H -1.500 3.800 -2.207
H -2.479 3.137 -0.759
H -3.270 1.665 -3.171
H -2.678 0.994 -1.624
H 0.787 1.117 -3.154
H 0.230 2.523 -2.190
H -0.908 0.452 -0.615
H 0.947 0.378 0.823
H -0.041 3.033 -0.130
H 1.689 3.255 0.387
H -1.444 1.134 1.302
H -2.452 0.805 3.570
H -1.400 1.927 5.634
H 0.727 3.445 5.312
H 1.941 5.039 3.505
H 2.972 3.502 3.478
H 2.377 4.282 1.924
H 2.741 1.270 -1.595
H 4.439 -0.137 -0.320
H 3.694 2.655 0.652
H 5.324 1.878 0.212
H 4.615 1.589 1.829
H -1.053 -1.666 -2.150
H 0.473 -2.721 -2.284
H -1.401 -3.377 -0.393
H 1.317 -3.957 -0.342
H 1.250 -2.793 1.116
H 0.175 -4.250 1.074
H -0.627 -1.880 1.588
C 3.758 -2.393 -5.730
O 4.152 -2.306 -6.871
N 3.653 -3.548 -5.023
C 3.171 -3.570 -3.660
C 4.037 -4.798 -5.657
H 3.440 -1.504 -5.156
H 3.947 -3.985 -3.012
H 2.276 -4.198 -3.606
H 2.923 -2.565 -3.321
H 5.085 -4.741 -5.958
H 3.427 -4.952 -6.548
H 3.899 -5.631 -4.969
C -5.961 1.019 3.345
O -5.229 1.718 2.671
N -5.912 -0.336 3.407
C -6.823 -1.101 4.236
C -4.919 -1.039 2.619
H -6.752 1.451 3.980
H -6.247 -1.679 4.963
H -7.398 -1.783 3.605
H -7.510 -0.444 4.768
H -3.922 -0.705 2.912
H -5.067 -0.808 1.562
H -5.004 -2.114 2.773

Values from the calculation:
energy	-45761.490	eV
total charge	+1
frontier orbital gap	7.646	eV
HOMO level	-11.15	eV

Mulliken atomic charge list, values in e, 8 entries:
1. C -0.889
2. C -0.079
3. O -0.453
4. C -0.469
5. C -0.143
6. C -0.054
7. C -0.327
8. C 0.170

***

Repeat the fourth record exactly.
Computed, not measured: a molecular structure, C8H13P in a non-equilibrium geometry, with ωB97M-V/def2-TZVPD.

CARTESIAN COORDINATES (ANGSTROEM)
C 0.753 -0.282 -2.154
C -0.007 0.656 -1.438
C -0.279 0.425 -0.139
C 0.526 -1.346 0.231
C -0.490 1.846 -2.262
C -0.661 1.270 0.967
C 1.571 -1.039 1.244
C -0.551 -2.328 0.758
P 1.183 -1.807 -1.525
H 1.130 -0.173 -3.189
H -0.282 2.720 -1.780
H -1.562 1.919 -2.408
H 0.002 1.886 -3.239
H -0.093 1.224 1.896
H -1.652 0.851 1.254
H -0.670 2.430 0.752
H 2.438 -0.448 0.766
H 2.169 -1.939 1.572
H 0.988 -0.465 2.112
H -1.396 -2.459 -0.051
H -0.941 -1.835 1.756
H -0.131 -3.378 1.089

Values from the calculation:
energy	-17791.877	eV
relative energy (zero: lowest compared OMol25 entry of this formula, charge and spin)	159.5	kJ/mol
total charge	0
frontier orbital gap	7.903	eV
HOMO level	-7.83	eV

Mulliken atomic charge list, values in e, 8 entries:
1. C -0.455
2. C 0.569
3. C 0.347
4. C 0.593
5. C -1.467
6. C -1.114
7. C -1.119
8. C -1.162

***

- total charge of number 1 (C31H45F6GaNO20S3)?
  -1

***

- Which of these has the highest total charge?
  C26H44F2N3O4